157
Properties=species:S:1:pos:R:3 method="wB97M-V/def2-TZVPD" e_lumo_ha=-0.0165 gap_ha=0.20941 total_charge=0 e_homo_ev=-6.1
Ba -0.787 0.532 -0.469
C 1.195 4.501 -3.831
C 1.595 3.330 -2.927
C 1.710 3.777 -1.476
C 0.601 2.225 -3.081
C 0.537 1.310 -4.135
C -0.549 0.515 -3.845
N -1.084 0.952 -2.704
N -0.392 1.982 -2.222
B -2.434 0.402 -2.306
N -2.289 -1.042 -1.926
C -2.649 -2.033 -2.746
C -2.548 -3.212 -2.047
C -2.096 -2.834 -0.775
N -1.963 -1.510 -0.725
C -1.785 -3.807 0.316
C -0.731 -4.803 -0.182
C -1.316 -3.136 1.595
N -3.263 1.083 -1.226
C -4.593 1.181 -1.345
C -5.126 1.465 -0.106
C -4.023 1.515 0.747
N -2.914 1.286 0.043
C -3.965 1.732 2.228
C -4.250 0.410 2.952
C -4.950 2.821 2.651
H 1.958 5.274 -3.821
H 0.260 4.933 -3.485
H 1.066 4.167 -4.857
H 2.568 2.955 -3.263
H 0.741 4.135 -1.135
H 2.442 4.575 -1.381
H 2.005 2.937 -0.849
H 1.183 1.236 -4.985
H -0.958 -0.330 -4.366
H -3.111 0.456 -3.310
H -2.952 -1.845 -3.757
H -2.761 -4.197 -2.404
H -2.712 -4.363 0.514
H 0.216 -4.297 -0.357
H -1.046 -5.276 -1.109
H -0.559 -5.585 0.555
H -0.345 -2.673 1.433
H -1.224 -3.879 2.384
H -2.018 -2.369 1.918
H -5.090 1.036 -2.284
H -6.163 1.596 0.129
H -2.939 2.035 2.472
H -5.222 0.015 2.663
H -4.245 0.557 4.030
H -3.484 -0.318 2.695
H -5.969 2.511 2.443
H -4.753 3.737 2.101
H -4.862 3.023 3.714
N 3.225 0.318 -2.426
C 3.623 0.536 -1.110
C 4.996 0.694 -0.874
C 5.421 0.900 0.418
C 4.472 0.933 1.433
C 3.141 0.774 1.098
N 2.712 0.619 -0.152
C 2.317 -0.632 -2.847
C 2.465 -1.186 -4.128
C 1.604 -2.183 -4.530
C 0.660 -2.651 -3.627
C 0.577 -2.015 -2.408
N 1.328 -0.991 -2.042
H 3.983 0.432 -3.085
H 5.704 0.611 -1.687
H 6.475 1.012 0.628
H 4.768 1.062 2.460
H 2.362 0.768 1.851
H 3.241 -0.827 -4.790
H 1.678 -2.603 -5.524
H 0.004 -3.473 -3.867
H -0.124 -2.353 -1.670
C -0.976 7.424 2.878
C -0.670 6.180 2.028
C 0.201 6.594 0.837
C -1.987 5.650 1.447
Si 0.259 4.809 3.121
Br -0.104 2.451 1.454
C 2.236 4.911 3.223
C 2.767 3.825 4.164
C 2.879 4.663 1.855
C 2.680 6.290 3.737
C -0.690 4.293 4.789
C -0.399 5.274 5.936
C -0.292 2.879 5.232
C -2.202 4.287 4.550
H -1.398 8.202 2.248
H -0.082 7.813 3.353
H -1.698 7.193 3.652
H -0.352 7.286 0.206
H 0.455 5.717 0.255
H 1.109 7.093 1.155
H -2.401 6.398 0.774
H -2.716 5.456 2.221
H -1.811 4.731 0.898
H 2.404 2.856 3.839
H 2.467 4.006 5.190
H 3.853 3.820 4.137
H 2.568 3.697 1.476
H 3.960 4.676 1.961
H 2.603 5.425 1.142
H 2.243 6.517 4.704
H 2.394 7.075 3.046
H 3.762 6.310 3.838
H 0.663 5.346 6.140
H -0.896 4.926 6.839
H -0.769 6.268 5.706
H 0.710 2.864 5.642
H -0.346 2.192 4.392
H -0.979 2.557 6.012
H -2.574 5.283 4.338
H -2.712 3.937 5.444
H -2.422 3.625 3.722
S 5.523 -3.495 -0.074
P 3.639 -4.020 0.169
S 2.315 -2.603 0.567
C 3.068 -4.970 -1.312
C 3.298 -4.378 -2.546
C 2.881 -4.993 -3.710
C 2.210 -6.203 -3.652
C 1.972 -6.794 -2.422
C 2.405 -6.187 -1.256
C 3.486 -5.305 1.476
C 2.493 -5.196 2.435
C 2.346 -6.178 3.396
C 3.207 -7.263 3.410
C 4.218 -7.360 2.467
C 4.358 -6.384 1.498
H 3.813 -3.424 -2.567
H 3.078 -4.530 -4.666
H 1.872 -6.682 -4.562
H 1.440 -7.733 -2.373
H 2.230 -6.667 -0.302
H 1.831 -4.343 2.387
H 1.552 -6.107 4.127
H 3.088 -8.038 4.153
H 4.894 -8.203 2.482
H 5.124 -6.458 0.739
C -1.208 -1.873 5.478
C 0.206 -1.520 4.996
C 1.082 -2.770 4.870
C 0.849 -0.496 5.938
C 0.086 -0.930 3.683
N -0.038 -0.458 2.648
H -1.155 -2.327 6.464
H -1.684 -2.574 4.797
H -1.824 -0.978 5.534
H 1.247 -3.208 5.852
H 2.044 -2.518 4.430
H 0.603 -3.507 4.233
H 1.010 -0.952 6.912
H 0.202 0.368 6.058
H 1.805 -0.161 5.546